# 1
Below is a molecular structure, C15H11BrN3O3SV in a non-equilibrium geometry, with properties calculated with the ωB97M-V functional and the def2-TZVPD basis.

The LUMO energy (alpha / beta) is -0.36 / -0.22 eV. The value obtained for the electronic energy is -4884.503120 Ha. Its charge is 0. The spin multiplicity is 3.

Each line ends with the Löwdin spin population.
Cartesian coordinates (Å):
1 V -12.15061 -7.75494 -10.79141  1.9629
2 N -12.89980 -3.88188 -12.00258  -0.0033
3 C -12.71334 -5.22350 -12.08192  -0.0001
4 S -13.96720 -6.24719 -11.42050  -0.0182
5 N -11.63223 -5.58327 -12.72566  0.0036
6 N -11.36490 -6.91922 -12.54576  -0.0168
7 C -10.36146 -7.39853 -13.14560  0.0274
8 C -9.96471 -8.78135 -13.10006  -0.0003
9 C -8.80400 -9.16643 -13.79330  0.0048
10 C -8.27515 -10.39199 -13.68073  -0.0029
11 C -8.87159 -11.32414 -12.88112  0.0053
12 C -10.01066 -10.99740 -12.15138  -0.0055
13 C -10.55347 -9.68150 -12.22489  0.0118
14 O -11.49792 -9.30963 -11.39127  0.0100
15 H -13.85387 -3.55163 -11.91381  -0.0007
16 H -12.20849 -3.38481 -12.54499  0.0000
17 H -9.78624 -6.75575 -13.76660  0.0008
18 H -8.31590 -8.39531 -14.29133  0.0003
19 H -7.40566 -10.65277 -14.27700  -0.0003
20 H -8.41848 -12.28063 -12.81009  0.0004
21 H -10.43322 -11.67438 -11.39755  -0.0002
22 Br -10.85639 -3.01601 -3.68752  0.0001
23 C -11.14531 -4.10522 -5.23730  0.0003
24 C -11.66432 -5.39329 -5.04108  -0.0001
25 C -11.84322 -6.21088 -6.14703  0.0002
26 C -11.39386 -5.83003 -7.43124  -0.0009
27 C -10.77331 -4.58396 -7.55883  0.0003
28 C -10.70686 -3.68872 -6.49193  0.0000
29 C -11.61034 -6.72984 -8.61086  0.0047
30 O -10.92412 -6.67983 -9.65622  0.0032
31 O -12.55018 -7.60948 -8.60069  0.0134
32 H -11.84465 -5.75051 -4.04135  0.0000
33 H -12.22681 -7.22940 -6.11261  0.0000
34 H -10.36249 -4.29845 -8.50331  0.0000
35 H -10.24420 -2.73965 -6.58649  0.0000

Forces on atoms 1 to 2 (eV/Å):
V -0.733 1.217 0.652
N -0.271 -0.136 0.023


# 2
Below is a molecular structure, C15H11Cl3NO3 in a non-equilibrium geometry, with properties calculated with the ωB97M-V functional and the def2-TZVPD basis.

The LUMO energy is 2.47 eV. The value obtained for the electronic energy is -2239.237868 Ha. Its charge is -1.

Each line ends with the natural charge from an NBO analysis.
Cartesian coordinates (Å):
1 C -3.32043 -2.99363 0.45656  -0.6237
2 C -2.19027 -3.94667 0.18186  -0.0726
3 O -1.01101 -3.19773 0.52367  -0.5109
4 C 0.15631 -3.88988 0.19876  0.8045
5 C 1.40269 -3.05558 0.57061  -0.5081
6 C 2.50761 -3.87805 0.30511  0.2638
7 N 3.53046 -4.38833 0.13900  -0.2791
8 O 0.22230 -4.99856 -0.24896  -0.5534
9 H -4.26067 -3.51339 0.28400  0.2070
10 H -3.29606 -2.63195 1.49329  0.2178
11 H -3.26383 -2.12627 -0.21576  0.2231
12 H -2.24737 -4.83940 0.81324  0.1824
13 H -2.14182 -4.22483 -0.87712  0.1901
14 H 1.15356 -2.45648 1.46470  0.3428
15 Cl 1.85660 -1.34956 0.34107  0.1054
16 C 2.75944 1.89477 0.62879  -0.2567
17 Cl 4.39741 1.41081 0.75708  -0.0268
18 C 2.23138 1.96027 -0.78408  0.4544
19 O 2.91771 1.55947 -1.72002  -0.6857
20 C 0.87882 2.58309 -0.89715  -0.1902
21 C 0.14174 3.00511 0.24085  0.0362
22 C -1.04120 3.74323 0.05495  -0.2545
23 C -1.53105 3.99078 -1.23031  -0.2203
24 C -0.82498 3.51883 -2.34806  -0.2743
25 C 0.37511 2.81223 -2.16692  -0.1516
26 C 0.72418 2.77618 1.54941  -0.2111
27 Cl -0.03384 3.39036 2.93376  -0.0434
28 C 1.90957 2.12934 1.70625  -0.2098
29 H -1.58802 4.13681 0.91665  0.2132
30 H -2.47076 4.53253 -1.35847  0.1958
31 H -1.19949 3.71151 -3.35304  0.1951
32 H 0.94271 2.47872 -3.03591  0.2264
33 H 2.31317 1.85629 2.67618  0.2144

Forces on atoms 1 to 2 (eV/Å):
C -0.339 0.198 -0.067
C -0.125 0.493 0.183


# 3
Below is a molecular structure, C15H11Cl5N7Ru in a non-equilibrium geometry, with properties calculated with the ωB97M-V functional and the def2-TZVPD basis.

The LUMO energy (alpha / beta) is -6.48 / -10.39 eV. The energy above the lowest of the compared OMol25 structures with the same formula, charge and spin comes out at 3.6 kcal per mole. The value obtained for the electronic energy is -3356.609350 Ha. Its charge is +2. The spin multiplicity is 6.

Each line ends with the Löwdin spin population.
Cartesian coordinates (Å):
1 Ru 0.13493 -0.04652 0.59616  2.6429
2 N 0.34933 -0.37121 4.73742  0.0321
3 C -0.45881 -0.20342 3.70559  0.0319
4 N 0.28419 -0.16386 2.60176  0.0753
5 C 1.60063 -0.32789 3.05977  0.0719
6 N 1.64400 -0.45409 4.37515  0.1372
7 C 2.64226 -0.36765 2.12017  0.2204
8 C 4.02009 -0.54555 2.43266  0.0008
9 N 4.91202 -0.56969 1.50507  0.1625
10 C 4.54074 -0.48322 0.18589  0.1084
11 C 3.22927 -0.28870 -0.16049  0.0783
12 N 2.25525 -0.21913 0.76660  0.2780
13 H 0.10320 -0.45692 5.71369  0.0001
14 H -1.53096 -0.11159 3.76046  0.0017
15 H 4.32687 -0.60296 3.47212  -0.0030
16 H 5.31623 -0.57925 -0.55926  0.0046
17 H 2.94306 -0.21729 -1.20196  0.0020
18 Cl -2.09927 -2.03228 0.58823  0.0931
19 C -2.75372 -0.43224 0.64961  0.0690
20 C -1.76541 0.56416 0.65425  0.2150
21 C -2.14822 1.91587 0.70137  0.0707
22 Cl -0.83342 3.02699 0.70560  0.0743
23 C -3.47390 2.28213 0.73676  0.0247
24 Cl -3.92865 3.91853 0.78312  0.0111
25 C -4.45494 1.25052 0.73093  0.2220
26 Cl -6.08600 1.66611 0.77139  0.1530
27 C -4.09069 -0.12717 0.69292  0.0454
28 Cl -5.27151 -1.35007 0.70289  0.0226
29 C 0.73740 -1.51975 -4.44384  0.0046
30 N 0.13040 -0.36288 -3.77163  0.0492
31 C -0.66395 0.57923 -4.57597  0.0040
32 C 0.13696 -0.26079 -2.49276  0.0415
33 N 0.15239 -0.13174 -1.33356  0.0483
34 H 1.26574 -1.17536 -5.33027  0.0004
35 H -0.03575 -2.22658 -4.74631  0.0025
36 H 1.43961 -2.02042 -3.78221  0.0003
37 H -0.08756 0.85506 -5.45631  0.0016
38 H -0.88383 1.47453 -4.00044  0.0001
39 H -1.59802 0.11508 -4.89457  0.0014

Forces on atoms 1 to 2 (eV/Å):
Ru 1.107 -0.240 1.200
N -0.456 0.042 -0.295


# 4
Below is 2 unconnected molecules or ions with the total composition C15H11ClF3NO2 in a non-equilibrium geometry, with properties calculated with the ωB97M-V functional and the def2-TZVPD basis.

The LUMO energy is -0.08 eV. The value obtained for the electronic energy is -1542.738763 Ha. Its charge is 0.

Each line ends with the natural charge from an NBO analysis.
Cartesian coordinates (Å):
1 O 1.48116 2.68149 -1.49938  -0.5953
2 C 1.27608 1.98454 -0.51644  0.6791
3 N 0.07245 1.70976 0.13888  -0.6021
4 H 0.08575 1.17694 0.83613  0.3967
5 C -0.97448 2.10379 -0.80216  -0.1761
6 C -1.63318 1.01441 -1.23922  -0.1210
7 H -2.58420 1.41084 -1.73431  0.2242
8 H -0.90149 0.35656 -1.93726  0.2144
9 O -1.82491 -0.04321 -0.12426  -0.5306
10 C -2.52799 -1.17655 -0.43415  0.3150
11 C -2.64492 -2.07085 0.91534  0.3638
12 C -3.13793 -3.34586 0.66383  -0.3103
13 C -3.66195 -3.71026 -0.86746  -0.1898
14 C -3.55426 -2.88478 -1.66545  -0.1842
15 C -2.85792 -1.71632 -1.68548  -0.3500
16 H -2.78523 -0.86138 -2.46587  0.2328
17 H -3.89057 -3.09747 -2.86476  0.1902
18 H -4.15989 -4.55178 -0.77513  0.2122
19 H -3.46337 -4.01363 1.52239  0.2222
20 F -2.29112 -1.51760 2.02392  -0.2911
21 H -0.69989 2.82306 -1.39621  0.2505
22 H -1.68017 2.74155 0.30602  0.1444
23 C 2.54005 1.52517 0.47313  -0.1130
24 C 2.64478 2.01848 1.81318  -0.1816
25 C 3.85477 1.18987 2.50028  0.3346
26 C 4.67496 0.63411 1.84956  0.2809
27 C 4.65040 0.39697 0.34965  -0.2165
28 C 3.54260 0.63943 -0.10408  -0.0077
29 Cl 3.47897 0.41302 -1.85000  -0.0087
30 H 5.36739 -0.22035 0.06110  0.2419
31 F 5.80879 0.18498 2.64826  -0.3463
32 F 3.92129 1.72984 3.66469  -0.2888
33 H 1.87402 2.47520 2.19527  0.2102

Forces on atoms 1 to 2 (eV/Å):
O -0.926 -1.299 1.041
C 2.737 0.277 3.390